[1]
Molecular formula: C34H43N2OS6Se3Te2Y
Method: DFT, the ωB97M-V functional and the def2-TZVPD basis

Calculated values
- HOMO-LUMO gap: 6.77 eV
- Net charge: 0
- Maximum force: 0.020 Eh/bohr

Atoms and positions in Å:
1 Y -1.286226 2.089746 0.617335
2 C -5.468425 1.333027 -0.687555
3 C -4.891587 1.246501 -2.094216
4 S -3.173445 1.813767 -2.279780
5 C -2.497914 0.412146 -3.190513
6 C -2.450166 -0.918646 -2.442057
7 S -1.723975 -0.801949 -0.784250
8 C -2.959783 -1.652773 0.229087
9 C -4.382729 -1.116821 0.174308
10 S -4.486624 0.626746 0.653604
11 H -5.592274 2.374402 -0.391935
12 H -6.458746 0.872533 -0.683779
13 H -4.931244 0.220527 -2.460069
14 H -5.519316 1.841752 -2.758694
15 H -3.045431 0.282480 -4.126750
16 H -1.491691 0.741133 -3.439090
17 H -3.448897 -1.342260 -2.344698
18 H -1.866073 -1.631257 -3.028461
19 H -2.950312 -2.716674 -0.015414
20 H -2.574032 -1.545444 1.242988
21 H -4.824302 -1.235477 -0.815115
22 H -4.988769 -1.703707 0.866627
23 Se 0.893717 3.683044 1.164237
24 Te -0.462151 5.006059 2.828762
25 Te -2.273690 5.890681 1.045231
26 Se -3.512973 3.704758 0.852121
27 C 4.264099 2.470782 -0.484013
28 C 4.515925 0.968642 -0.443479
29 C 3.807304 0.250714 0.703525
30 C 2.286158 0.186616 0.579285
31 N 1.871282 -0.476105 -0.656315
32 C 1.296034 0.105583 -1.729509
33 Se 0.610934 1.834091 -1.836112
34 N 1.287393 -0.799164 -2.740020
35 C 0.951490 -0.547627 -4.135984
36 C 2.201290 -0.488878 -5.011783
37 C 3.068570 0.743356 -4.759092
38 C 2.440543 2.038504 -5.262008
39 C 1.815128 -1.999839 -2.284441
40 C 1.973752 -3.231470 -2.905113
41 C 2.520113 -4.249346 -2.143261
42 C 2.895717 -4.041933 -0.811440
43 C 2.735210 -2.812918 -0.196397
44 C 2.184372 -1.794268 -0.961709
45 H 4.845492 2.940352 -1.279023
46 H 4.546677 2.938511 0.461259
47 H 3.215334 2.705630 -0.664306
48 H 5.588298 0.781020 -0.348879
49 H 4.219117 0.513003 -1.395756
50 H 4.024115 0.759258 1.647888
51 H 4.208688 -0.760315 0.799751
52 H 1.854122 1.184780 0.569776
53 H 1.843126 -0.354568 1.415980
54 H 0.414307 0.397285 -4.170181
55 H 0.277424 -1.341057 -4.465962
56 H 1.879600 -0.502478 -6.057096
57 H 2.788121 -1.396931 -4.852932
58 H 4.032932 0.591985 -5.248894
59 H 3.283186 0.827268 -3.688317
60 H 2.165296 1.951654 -6.315993
61 H 3.138665 2.870290 -5.167777
62 H 1.548181 2.303415 -4.694355
63 H 1.682571 -3.393466 -3.934058
64 H 2.660372 -5.225925 -2.586614
65 H 3.319492 -4.863183 -0.248830
66 H 3.004958 -2.660469 0.838858
67 O -0.955922 0.455122 1.890355
68 C -0.890926 0.013601 3.217710
69 C 0.021494 -1.205215 3.303727
70 C 0.831557 -1.600296 4.324943
71 C 1.460024 -2.855393 4.084969
72 C 1.110858 -3.385632 2.882436
73 S 0.010015 -2.379448 2.042889
74 C -2.299242 -0.372601 3.660459
75 C -3.411325 0.412073 3.575593
76 C -4.582350 -0.233414 4.055732
77 C -4.332222 -1.496018 4.497954
78 S -2.680376 -1.908592 4.333844
79 C -0.334188 1.089726 4.143925
80 C 0.909200 1.643499 4.070778
81 C 1.146635 2.618549 5.072719
82 C 0.076935 2.770443 5.903650
83 S -1.212630 1.741422 5.472329
84 H 0.973936 -1.009257 5.218271
85 H 2.144062 -3.329810 4.773815
86 H 1.444155 -4.312230 2.442331
87 H -3.401755 1.420386 3.179273
88 H -5.560774 0.224388 4.062407
89 H -5.030888 -2.205048 4.912052
90 H 1.626078 1.375142 3.309539
91 H 2.062251 3.185606 5.161620
92 H -0.022931 3.445897 6.738083

Forces on atoms 1 to 3 (eV/Å):
-0.1 -0.9 -0.5
0.0 0.0 0.0
0.0 0.0 0.0

---

[2]
Molecular formula: C21H40Cl3N4NdO4Si
Method: DFT, the ωB97M-V functional and the def2-TZVPD basis

Calculated values
- HOMO-LUMO gap (alpha / beta): 6.86 / 6.88 eV
- ⟨S²⟩: 3.752
- Net charge: 0
- Maximum force: 0.056 Eh/bohr
- Spin multiplicity: 4

Atoms and positions in Å:
1 C -2.663648 1.539575 2.618384
2 C -2.958937 0.737531 1.392915
3 H -3.522585 2.146761 2.917800
4 H -1.791089 2.190643 2.458790
5 H -2.400334 0.851412 3.432881
6 C -3.996265 0.962244 0.571410
7 C -5.021561 2.015312 0.796390
8 H -4.156467 0.329062 -0.302896
9 H -4.575929 2.967547 1.109216
10 H -5.747091 1.711108 1.562159
11 H -5.576878 2.183834 -0.130705
12 Nd 1.973409 0.062452 0.257950
13 Cl 1.522391 -1.428634 2.485402
14 Cl 3.722082 2.031370 -0.407461
15 C 0.562939 -2.936351 -0.949115
16 O 1.304899 -1.921211 -1.003756
17 N 0.127088 -3.563436 -2.037243
18 C 0.355003 -3.005915 -3.369661
19 C -0.521971 -4.867274 -1.970041
20 H 0.254498 -3.363065 0.019349
21 H 0.898266 -2.063437 -3.284048
22 H -0.606779 -2.838135 -3.869467
23 H 0.923436 -3.730370 -3.966333
24 H -0.670175 -5.144732 -0.916850
25 H 0.104467 -5.624798 -2.471386
26 H -1.498179 -4.833564 -2.477618
27 H -1.016208 2.698623 -0.162967
28 H -2.967716 1.981308 -2.235652
29 C -0.514227 3.013236 -1.089271
30 C -2.119959 2.326920 -2.847790
31 N -0.851042 2.089271 -2.165332
32 H 0.569654 3.028214 -0.930982
33 C -0.022261 1.093630 -2.523640
34 O 1.013951 0.784445 -1.897278
35 H -2.133716 1.794908 -3.805293
36 H -0.346883 0.546726 -3.433589
37 H -0.879333 4.007968 -1.372499
38 H -2.241572 3.403904 -3.015029
39 O -0.822551 0.569643 0.734355
40 C -1.844335 -0.248317 1.029448
41 C -2.318875 -0.892862 -1.391700
42 C -2.262835 -1.262502 -0.053069
43 H -1.959170 0.098158 -1.662560
44 C -2.879013 -1.743461 -2.345943
45 H -1.581322 -0.826269 1.935570
46 C -2.743958 -2.511476 0.330627
47 H -2.889807 -1.445875 -3.397443
48 C -3.433513 -2.958405 -1.946600
49 C -3.369059 -3.341530 -0.602182
50 H -2.657090 -2.796180 1.383756
51 H -3.912586 -3.611916 -2.677502
52 H -3.796824 -4.293905 -0.276281
53 Si 2.638344 2.727915 3.117799
54 Cl 0.990853 2.016774 1.908222
55 C 3.513301 4.127818 2.246901
56 C 3.817335 1.315573 3.446617
57 C 1.903066 3.398758 4.693362
58 H 3.427717 4.051671 1.156469
59 H 4.579339 4.073944 2.507305
60 H 3.128473 5.096202 2.593250
61 H 1.411238 4.367242 4.520569
62 H 2.711385 3.564748 5.421289
63 H 1.180805 2.696464 5.132079
64 H 3.860403 0.546314 2.661861
65 H 3.529984 0.824382 4.388059
66 H 4.830505 1.728859 3.570090
67 N 4.318164 -2.589012 -1.444110
68 C 4.739129 -1.811330 -0.425850
69 N 6.054722 -1.776153 -0.115676
70 O 3.940777 -1.129580 0.265973
71 H 4.976780 -3.166437 -1.947246
72 H 3.321986 -2.625938 -1.643633
73 H 6.324036 -1.094753 0.582303
74 H 6.741318 -2.255645 -0.682854

Forces on atoms 1 to 3 (eV/Å):
0.0 0.1 0.2
-0.6 -0.6 -1.0
0.2 -0.1 0.1

---

[3]
Molecular formula: H17O9Tl
Method: DFT, the ωB97M-V functional and the def2-TZVPD basis

Calculated values
- HOMO-LUMO gap: 4.73 eV
- Net charge: +2
- Maximum force: 0.068 Eh/bohr

Atoms and positions in Å:
1 Tl 30.417000 -6.425000 7.075000
2 O 30.508000 -5.570000 5.145000
3 H 30.643000 -4.832000 4.567000
4 O 31.211000 -4.402000 7.531000
5 H 32.140000 -4.425000 7.727000
6 H 31.054000 -3.584000 6.982000
7 O 27.785000 -5.747000 3.795000
8 H 27.739000 -5.382000 2.909000
9 H 28.380000 -5.137000 4.270000
10 O 31.404000 -8.034000 5.730000
11 H 31.046000 -8.026000 4.844000
12 H 32.141000 -8.650000 5.770000
13 O 32.461000 -4.750000 3.194000
14 H 32.431000 -5.058000 4.117000
15 H 31.690000 -4.236000 3.019000
16 O 29.977000 -3.234000 3.307000
17 H 30.609000 -2.520000 3.192000
18 H 29.148000 -2.777000 3.558000
19 O 30.784000 -7.247000 3.192000
20 H 30.660000 -6.571000 3.883000
21 H 30.699000 -6.715000 2.365000
22 O 28.750000 -7.398000 5.920000
23 H 28.341000 -8.273000 5.886000
24 H 28.336000 -6.867000 5.181000
25 O 28.650000 -5.236000 7.460000
26 H 27.827000 -5.687000 7.437000
27 H 28.521000 -4.317000 7.615000

Forces on atoms 1 to 3 (eV/Å):
0.5 -0.1 -3.5
-0.6 -1.1 1.0
0.1 1.5 0.0